## a
{
  "formula": "C3H8N2OS",
  "method": "ωB97M-V/def2-TZVPD",
  "lumo_energy_ha": 0.026,
  "molar_mass_g_mol": 120.18,
  "homo_energy_ev": -8.81,
  "gap_ev": 9.527,
  "elements": ["H", "N", "C", "C", "C", "S", "N", "O", "H", "H", "H", "H", "H", "H", "H"],
  "xyz": [[-1.2932, -1.6885, 0.7266], [-0.3832, -1.2149, 0.7102], [-0.5598, -0.1293, 0.0887], [0.5221, 0.8843, -0.1315], [1.8683, 0.5177, 0.4243], [2.6908, -0.8025, -0.5288], [-1.8065, 0.1537, -0.5984], [-2.8615, -0.6538, -0.2164], [0.6564, 1.1335, -1.1692], [0.2682, 1.8151, 0.4161], [2.4872, 1.4248, 0.4741], [1.9242, 0.1675, 1.4554], [1.7993, -1.7452, -0.1729], [-2.0866, 1.1590, -0.4315], [-3.2257, -1.0213, -1.0467]]
}

## b
{
  "formula": "C3H8N2OS",
  "method": "ωB97M-V/def2-TZVPD",
  "lumo_energy_ha": 0.035,
  "molar_mass_g_mol": 120.18,
  "homo_energy_ev": -8.61,
  "gap_ev": 9.557,
  "elements": ["H", "N", "N", "C", "O", "C", "S", "C", "H", "H", "H", "H", "H", "H", "H"],
  "xyz": [[-2.9653, 1.1269, -1.6358], [-1.9101, 1.3216, -1.4393], [-1.5010, 0.3370, -0.8170], [-0.1093, 0.5541, -0.1562], [0.7201, -0.4628, -0.4100], [1.8034, -0.0171, -1.1850], [-0.8269, 0.5508, 1.5097], [-0.5025, -1.1344, 2.0164], [0.3396, 1.6441, -0.2791], [2.4476, -0.8840, -1.1892], [2.1749, 0.8255, -0.6415], [1.5740, 0.3709, -2.1976], [-0.7750, -1.0568, 3.1017], [0.5958, -1.2732, 1.8812], [-1.0654, -1.9027, 1.4417]]
}

## c
{
  "formula": "C3H8N2OS",
  "method": "ωB97M-V/def2-TZVPD",
  "lumo_energy_ha": 0.031,
  "molar_mass_g_mol": 120.18,
  "homo_energy_ev": -8.89,
  "gap_ev": 9.724,
  "elements": ["C", "C", "C", "N", "N", "O", "S", "H", "H", "H", "H", "H", "H", "H", "H"],
  "xyz": [[1.0670, 0.5054, -1.1773], [1.5983, -0.8950, -0.7652], [0.1884, 0.4303, 0.0806], [1.0031, -0.6635, 0.5931], [-2.1694, 1.0090, 1.1249], [-1.8392, -1.2971, 0.1320], [-1.6178, 0.1182, -0.2296], [1.8586, 1.2947, -0.9413], [0.5496, 0.5621, -2.0494], [1.2301, -1.7771, -1.3731], [2.7672, -1.0528, -0.5342], [0.1670, 1.5115, 1.0370], [0.3607, -1.4337, 0.9710], [-3.1315, 1.1881, 1.1857], [-2.0319, 0.5000, 1.9458]]
}

Of them, c has the lowest stability.

## a
{
  "formula": "C3H8N2OS",
  "method": "ωB97M-V/def2-TZVPD",
  "lumo_energy_ha": 0.022,
  "molar_mass_g_mol": 120.18,
  "homo_energy_ev": -9.04,
  "gap_ev": 9.627,
  "elements": ["H", "N", "C", "N", "S", "C", "C", "O", "H", "H", "H", "H", "H", "H", "H"],
  "xyz": [[2.2054, -1.6915, -1.3135], [1.2602, -2.0883, -1.1588], [0.3637, -1.1987, -1.1142], [-0.9580, -1.4805, -0.9701], [0.7785, 0.5339, -1.3342], [0.7915, 1.1881, 0.3765], [-0.3902, 0.8133, 1.2596], [-1.6665, 0.9800, 0.6510], [-1.5459, -0.7929, -0.5074], [-0.9706, -2.4154, -0.6221], [0.7355, 2.3251, 0.2060], [1.7417, 0.9598, 0.9237], [-0.3458, -0.2568, 1.4573], [-0.3119, 1.4621, 2.1932], [-1.6878, 1.6617, -0.0470]]
}

## b
{
  "formula": "C3H8N2OS",
  "method": "ωB97M-V/def2-TZVPD",
  "lumo_energy_ha": 0.027,
  "molar_mass_g_mol": 120.18,
  "homo_energy_ev": -9.07,
  "gap_ev": 9.810,
  "elements": ["C", "C", "C", "N", "N", "O", "S", "H", "H", "H", "H", "H", "H", "H", "H"],
  "xyz": [[-0.0128, 0.7472, 0.0334], [-1.1832, 0.1364, 0.7767], [1.6814, -1.4552, -0.2952], [-0.1717, 1.3470, -1.0326], [-2.5028, 0.2887, 0.3276], [2.6188, 1.1085, -0.2698], [1.7527, 0.2882, 0.6156], [-1.0507, -0.8919, 0.8696], [-2.9441, 1.1202, 0.6515], [-1.2339, 0.3541, 1.7750], [1.7213, -1.1412, -1.3067], [2.4144, -1.9385, 0.1650], [0.7470, -2.0021, -0.0180], [0.6083, 1.7359, -1.6260], [-2.4449, 0.3028, -0.6662]]
}

## c
{
  "formula": "C3H8N2OS",
  "method": "ωB97M-V/def2-TZVPD",
  "lumo_energy_ha": 0.005,
  "molar_mass_g_mol": 120.18,
  "homo_energy_ev": -8.34,
  "gap_ev": 8.472,
  "elements": ["C", "C", "C", "N", "N", "O", "S", "H", "H", "H", "H", "H", "H", "H", "H"],
  "xyz": [[-1.3543, 0.3912, -0.6426], [1.1398, -1.6831, 0.1775], [-0.0775, 0.8860, -0.2800], [-1.5485, -0.7637, -1.0779], [0.3153, 2.1564, -0.1759], [2.5019, 0.5644, -0.1003], [1.4185, -0.1649, -0.7908], [-2.1139, 1.1633, -0.3087], [1.0765, -2.4803, -0.6285], [0.1923, -1.5293, 0.6969], [1.8313, -2.0769, 0.8960], [-0.4171, 0.2999, 1.3441], [-2.5135, -0.7968, -1.4030], [1.3214, 2.2294, 0.1955], [-0.2310, 2.9018, -0.3555]]
}

## d
{
  "formula": "C3H8N2OS",
  "method": "ωB97M-V/def2-TZVPD",
  "lumo_energy_ha": 0.028,
  "molar_mass_g_mol": 120.18,
  "homo_energy_ev": -8.89,
  "gap_ev": 9.651,
  "elements": ["C", "S", "N", "C", "O", "C", "N", "H", "H", "H", "H", "H", "H", "H", "H"],
  "xyz": [[-0.2088, 0.9522, 2.1381], [-0.2228, -0.2627, 0.7650], [-1.5023, -0.0695, -0.0165], [-1.0189, -0.3214, -1.7671], [0.1939, 0.1854, -1.9852], [1.3467, -0.3885, -1.2346], [1.1949, -0.4041, 0.1931], [-0.2873, 2.0106, 1.6631], [-0.8793, 0.7877, 2.9286], [0.8795, 0.7954, 2.6286], [-0.1936, -1.2747, 1.7180], [-1.2681, -1.3768, -1.7583], [-1.7825, 0.3658, -2.1256], [2.1016, 0.3866, -1.5792], [1.6469, -1.3858, -1.5680]]
}

Of them, d has the lowest stability.

## a
{
  "formula": "C3H8N2OS",
  "method": "ωB97M-V/def2-TZVPD",
  "lumo_energy_ha": -0.104,
  "molar_mass_g_mol": 120.18,
  "homo_energy_ev": -7.33,
  "gap_ev": 4.499,
  "elements": ["N", "C", "C", "S", "C", "N", "O", "H", "H", "H", "H", "H", "H", "H", "H"],
  "xyz": [[1.6054, 0.6098, -0.1674], [0.5827, 0.0582, 0.5235], [-0.5963, -0.5337, -0.0616], [1.5928, -2.6790, -0.4017], [-0.9315, 1.0040, 0.0040], [-1.7012, 1.4523, 1.0213], [-0.8824, 1.6303, -1.0341], [1.2362, 1.1774, -0.9317], [1.7652, -3.0768, -1.6697], [2.1933, -0.1461, -0.5628], [0.9385, -0.5097, 1.3799], [-1.0765, -1.2182, 0.5902], [-0.3044, -0.9787, -1.0240], [-2.0603, 2.3829, 0.8908], [-2.3615, 0.8272, 1.4434]]
}

## b
{
  "formula": "C3H8N2OS",
  "method": "ωB97M-V/def2-TZVPD",
  "lumo_energy_ha": 0.031,
  "molar_mass_g_mol": 120.18,
  "homo_energy_ev": -7.99,
  "gap_ev": 8.824,
  "elements": ["C", "C", "C", "N", "N", "O", "S", "H", "H", "H", "H", "H", "H", "H", "H"],
  "xyz": [[1.5459, -0.2636, -0.2789], [0.7629, -0.3543, 0.9846], [0.5151, 0.4039, -1.1987], [-1.9214, 0.7384, 0.1910], [-3.2754, 0.4090, -0.0169], [-1.0700, -1.6203, -0.5621], [-0.7603, -0.2496, -0.0483], [2.4565, 0.3054, -0.2708], [1.6267, -1.2847, -0.7202], [0.7528, -1.1913, 1.5572], [0.7603, 0.3978, 1.7709], [0.3969, 1.4213, -1.1443], [0.3967, 0.0608, -2.1554], [-3.8592, 0.3532, 0.8496], [-3.3882, -0.4016, -0.5183]]
}

## c
{
  "formula": "C3H8N2OS",
  "method": "ωB97M-V/def2-TZVPD",
  "lumo_energy_ha": -0.156,
  "molar_mass_g_mol": 120.18,
  "homo_energy_ev": -7.95,
  "gap_ev": 3.712,
  "elements": ["N", "C", "C", "S", "C", "N", "O", "H", "H", "H", "H", "H", "H", "H", "H"],
  "xyz": [[-0.3109, 1.9470, -1.1080], [0.0540, 0.6308, -0.6664], [1.2996, 0.7252, 0.4017], [-0.2565, -3.0862, -1.4065], [-0.2062, 0.4151, 0.7545], [-0.3887, -1.0143, 1.2535], [-0.9042, 1.3586, 1.3666], [-0.8430, 2.3276, -0.3977], [0.2726, 2.5052, -1.5572], [-0.2509, -0.1606, -1.3955], [1.9590, -0.1595, 0.5554], [1.5784, 1.6944, 0.8908], [-0.4637, -4.3616, -1.1841], [-1.1246, -1.0202, 1.9591], [-0.4148, -1.8014, 0.5338]]
}

Of them, c has the lowest stability.